Computed, not measured: the molecule C17H28O4S2, with ωB97M-V/def2-TZVPD.

Structure (XYZ):
```
51
Properties=species:S:1:pos:R:3:forces:R:3:mulliken_charge:R:1
H -2.372 -1.566 0.143 -0.3 0.2 -0.3 0.292
H 1.900 -0.680 -3.961 -0.3 -0.3 0.2 0.332
O -0.709 -2.205 1.006 1.3 2.5 -0.3 -0.678
H 1.212 1.178 -5.429 -0.7 -0.1 0.6 0.357
C -3.532 0.481 2.447 -0.1 0.3 -0.1 -0.883
H 4.610 2.685 1.368 0.5 0.1 -0.1 0.432
C -4.407 -0.405 1.535 0.1 0.1 0.7 -0.628
C 1.573 -2.966 1.392 0.0 0.8 0.1 -0.202
H 2.111 1.912 -3.275 -0.3 0.2 0.4 0.305
H -4.266 -1.444 1.894 0.0 0.3 -0.4 0.306
C 3.054 -3.020 1.435 1.0 0.0 0.2 -1.233
C -4.068 -0.301 0.058 -0.4 0.0 -0.3 -0.903
H 4.217 1.169 2.186 -0.1 0.1 0.1 0.294
H 3.480 -2.266 2.086 -0.2 0.2 0.4 0.279
O 1.369 -1.547 1.086 -0.1 0.2 -0.4 -0.227
H 1.472 -0.167 -1.106 -1.1 0.6 -0.5 0.667
H -5.463 -0.179 1.710 0.0 0.0 0.0 0.380
H -1.806 -0.735 2.482 0.2 0.2 0.0 0.273
S 0.090 1.751 -1.868 0.3 1.8 0.0 -0.130
H -4.643 -1.046 -0.469 -0.4 -0.3 -0.3 0.398
H -3.752 1.554 2.332 -0.2 -0.3 -0.1 0.364
O 1.833 0.961 1.084 -0.3 -0.3 -0.3 -0.188
H 1.056 -3.178 2.330 0.2 -0.1 -0.2 0.286
H -3.763 0.215 3.491 0.2 0.2 -0.3 0.391
C -2.611 -0.551 -0.191 0.1 -0.7 0.3 -0.495
H 0.454 -1.171 -4.921 0.3 0.3 0.8 0.389
C -1.770 0.389 0.656 0.7 0.2 -1.9 0.136
C 0.529 1.149 0.917 -0.2 4.9 -0.1 -0.768
S -0.182 -0.959 -2.657 -1.0 -2.4 -0.5 -0.138
C 4.024 1.781 1.307 -0.3 -0.2 0.0 -1.235
C 0.403 0.087 -1.394 0.9 0.6 3.1 -0.106
C -0.274 0.093 0.281 0.3 -1.4 -0.3 1.671
C 0.099 -1.261 0.845 -1.9 -4.1 0.0 -0.602
C 0.821 -0.515 -4.096 0.3 1.0 -0.5 -0.548
H -2.319 -0.513 -1.255 -0.3 0.3 0.4 -0.043
C 1.019 1.973 -3.397 0.2 -0.4 -1.0 -0.516
H -1.981 1.425 0.354 0.1 -0.2 0.0 0.933
H -0.461 1.099 -4.626 0.3 0.0 -0.6 0.309
H 0.751 3.004 -3.727 0.3 -0.7 0.3 0.381
H 4.277 1.174 0.432 0.2 0.3 0.0 0.286
H -4.343 0.660 -0.383 -0.2 0.2 0.3 0.337
C 2.580 2.191 1.211 -0.3 -0.2 0.4 -0.190
H 3.413 -2.722 0.455 0.3 -0.4 -0.3 0.281
C -2.039 0.286 2.152 0.0 -0.7 0.6 -0.594
H 2.382 2.783 0.306 0.0 0.0 0.4 0.279
H 1.160 -3.577 0.586 -0.1 0.1 0.2 0.305
H 2.179 2.700 2.103 0.4 0.1 -0.4 0.274
C 0.622 0.965 -4.501 -0.3 0.0 0.2 -0.702
O 0.028 2.286 1.076 1.2 -2.7 0.3 -0.624
H -1.418 0.989 2.738 -0.3 -0.2 -0.4 0.264
H 3.462 -3.968 1.768 0.0 -0.3 -0.3 0.431
```
Forces are in eV/Å.

## Properties
Relative energy (zero: lowest compared OMol25 entry of this formula, charge and spin): 0.000 eV
LUMO energy: 0.49 eV
SMILES: CCOC(=O)C(C(=O)OCC)(C1CCCCC1)C1SCCCS1
Total charge: 0